Entry 1:
Density functional theory data (ωB97M-V/def2-TZVPD) for 2 unconnected molecules or ions with the total composition C4H11N2 at a distorted geometry.

Last column: Löwdin charge in e.
Element x y z (Å)
1 C -1.034 1.115 0.914  -0.0256
2 C 1.946 0.331 -0.484  -0.1396
3 C -1.519 -1.258 -0.404  0.0033
4 C 1.485 -0.683 0.330  0.0548
5 N -0.471 1.105 -0.423  -0.0349
6 N -0.707 -0.126 0.153  -0.1860
7 H -0.491 1.312 1.858  0.1307
8 H -2.041 1.377 1.123  0.1080
9 H 2.214 -0.121 -1.449  0.1133
10 H 1.221 1.155 -0.764  0.1092
11 H 2.689 0.899 0.077  0.1197
12 H -2.638 -0.940 -0.311  0.1270
13 H -1.110 -1.461 -1.408  0.1031
14 H -1.423 -2.025 0.384  0.0965
15 H 1.490 -0.426 1.483  0.1368
16 H 1.376 -1.747 0.193  0.0913
17 H -0.986 1.494 -1.273  0.1923

Calculated values
Relative energy (zero: lowest compared OMol25 entry of this formula, charge and spin) = 6.2515 eV
E_HOMO = -14.19 eV
Total energy = -7294.6965 eV
Net charge = +1

Entry 2:
Density functional theory data (ωB97M-V/def2-TZVPD) for 2 unconnected molecules or ions with the total composition C5H10O2 at a distorted geometry.

Last column: Löwdin charge in e.
Element x y z (Å)
1 C 0.150 1.239 2.374  -0.0980
2 C 0.272 0.204 1.298  -0.1957
3 C 0.846 0.327 0.106  -0.1507
4 C 0.873 -0.708 -0.913  -0.1189
5 C 1.199 -0.550 -2.195  -0.1994
6 O 0.797 -1.403 -3.200  -0.0222
7 H 0.474 0.767 3.310  0.0707
8 H -0.920 1.438 2.464  0.0730
9 H 0.789 2.117 2.321  0.0731
10 H -0.064 -0.791 1.585  0.1045
11 H 1.266 1.289 -0.166  0.1123
12 H 0.343 -1.632 -0.674  0.1146
13 H 1.510 0.429 -2.548  0.1183
14 H -0.143 -1.577 -3.112  0.0880
15 O -2.229 -0.069 -0.209  -0.0470
16 H -3.050 -0.197 0.274  0.0411
17 H -2.113 -0.882 -0.717  0.0363

Calculated values
Relative energy (zero: lowest compared OMol25 entry of this formula, charge and spin) = 2.6967 eV
E_HOMO = -8.06 eV
Total energy = -9440.3463 eV
Net charge = 0
SMILES = C/C=C/C=C/O.O

Entry 3:
Density functional theory data (ωB97M-V/def2-TZVPD) for a molecular structure, C7H3BaNO9S at a distorted geometry.

Last column: Löwdin charge in e.
Element x y z (Å)
1 Ba -0.890 0.000 -0.003  2.2053
2 O 5.868 0.000 0.009  0.0377
3 C 4.498 0.000 -0.010  -0.3010
4 C 3.790 0.000 -1.203  0.0358
5 C 2.404 0.000 -1.155  -0.1903
6 N 1.735 0.000 -0.006  -0.0247
7 C 2.415 0.000 1.140  -0.1832
8 C 3.802 0.000 1.189  0.0490
9 C 1.578 0.000 2.442  -0.6672
10 O 2.226 0.000 3.501  -0.0350
11 O 0.329 0.000 2.278  -0.2260
12 C 1.575 0.000 -2.460  -0.6680
13 O 2.236 0.000 -3.514  -0.0403
14 O 0.326 0.000 -2.309  -0.2153
15 H 6.170 0.000 -0.903  0.0909
16 H 4.268 0.000 -2.177  0.1131
17 H 4.291 0.000 2.153  0.1172
18 O -4.406 0.000 1.222  -0.3913
19 S -3.611 0.000 -0.001  0.1519
20 O -4.409 0.000 -1.222  -0.3919
21 O -2.715 -1.220 -0.002  -0.7334
22 O -2.715 1.220 -0.002  -0.7334

Calculated values
Relative energy (zero: lowest compared OMol25 entry of this formula, charge and spin) = 1.7168 eV
E_HOMO = -2.67 eV
Total energy = -38759.6192 eV
Net charge = -2

Entry 4:
Density functional theory data (ωB97M-V/def2-TZVPD) for a gas-phase ion, C3H9N4 (charge +1) at a distorted geometry.

Last column: Löwdin charge in e.
Element x y z (Å)
1 N -1.062 1.280 -0.797  0.1401
2 C -0.047 0.377 -0.961  -0.3731
3 C 0.142 -0.793 0.043  -0.1281
4 C -0.492 -1.037 1.232  -0.0820
5 N -1.133 -0.253 2.094  0.1865
6 N 1.104 0.508 -0.197  0.0047
7 N 2.320 0.281 -0.859  0.1098
8 H -1.920 0.821 -0.976  0.1032
9 H -1.048 2.016 -0.144  0.0948
10 H 0.071 -0.090 -1.987  0.1790
11 H 0.533 -1.742 -0.413  0.1568
12 H -0.536 -2.105 1.588  0.1682
13 H -1.480 -0.585 2.910  0.0784
14 H -0.923 0.807 2.138  0.1800
15 H 3.135 0.092 -0.390  0.0760
16 H 2.225 -0.010 -1.822  0.1057

Calculated values
Relative energy (zero: lowest compared OMol25 entry of this formula, charge and spin) = 3.8343 eV
E_HOMO (spin up / spin down) = -13.25 / -13.25 eV
Total energy = -9207.7872 eV
Net charge = +1
SMILES = N[C@@H]1[C@H](C=[NH2+])N1N

Entry 5:
Density functional theory data (ωB97M-V/def2-TZVPD) for 8 unconnected molecules or ions with the total composition C48H108N4O8 at a distorted geometry.

Last column: Löwdin charge in e.
Element x y z (Å)
1 C -3.184 3.569 -1.041  -0.0301
2 C -3.907 4.244 -2.213  -0.4282
3 C -2.957 4.546 -3.460  -0.0150
4 C -4.995 3.377 -2.697  -0.1711
5 C -6.325 3.377 -2.000  -0.1970
6 C -6.796 4.732 -1.581  -0.1550
7 C -5.757 5.641 -0.947  -0.5257
8 C -6.323 7.019 -1.204  -0.0432
9 C -5.547 5.298 0.548  -0.0178
10 N -4.498 5.519 -1.597  -0.1776
11 O -3.644 6.488 -1.231  0.0112
12 H -2.446 2.890 -1.467  0.0577
13 H -2.634 4.358 -0.528  0.0869
14 H -3.838 3.140 -0.282  0.0737
15 H -2.079 5.148 -3.226  0.0708
16 H -2.529 3.663 -3.934  0.0789
17 H -3.457 5.137 -4.227  0.0769
18 H -5.200 3.532 -3.756  0.1202
19 H -4.785 2.308 -2.649  0.1230
20 H -6.957 2.735 -2.614  0.1202
21 H -6.326 2.900 -1.020  0.1079
22 H -7.683 4.712 -0.947  0.1284
23 H -7.109 5.109 -2.555  0.1196
24 H -5.792 7.879 -0.795  0.0847
25 H -7.377 7.155 -0.964  0.0883
26 H -6.354 7.167 -2.283  0.0871
27 H -5.152 4.301 0.744  0.0507
28 H -6.443 5.450 1.150  0.0809
29 H -4.901 5.959 1.126  0.0831
30 H -3.824 7.043 -1.993  0.1105
31 C -1.441 -1.282 0.465  -0.0065
32 C -0.704 0.050 0.119  -0.4751
33 C -0.996 0.456 -1.307  -0.0317
34 C -1.137 1.131 1.029  -0.1911
35 C -0.497 1.334 2.307  -0.2100
36 C 0.975 1.433 2.190  -0.1303
37 C 1.615 0.146 1.503  -0.4249
38 C 3.080 0.522 1.081  -0.0276
39 C 1.604 -1.072 2.551  -0.0037
40 N 0.784 -0.162 0.295  -0.1464
41 O 1.297 -1.174 -0.420  -0.0175
42 H -1.101 -2.031 -0.251  0.0665
43 H -1.082 -1.668 1.419  0.0710
44 H -2.520 -1.130 0.427  0.0798
45 H -1.993 0.840 -1.525  0.0710
46 H -0.303 1.294 -1.379  0.0939
47 H -0.808 -0.290 -2.080  0.0657
48 H -1.133 2.125 0.580  0.1188
49 H -2.210 1.008 1.175  0.1224
50 H -0.930 2.236 2.739  0.1148
51 H -0.669 0.457 2.932  0.1142
52 H 1.606 1.534 3.072  0.1142
53 H 1.284 2.239 1.525  0.1149
54 H 3.065 1.362 0.387  0.0833
55 H 3.291 -0.435 0.604  0.0654
56 H 3.757 0.923 1.835  0.0848
57 H 0.597 -1.453 2.724  0.0596
58 H 2.099 -0.774 3.475  0.0747
59 H 2.203 -1.865 2.103  0.0592
60 H 1.998 -0.652 -0.817  0.0771
61 C 7.467 1.453 0.032  -0.0531
62 C 7.895 0.058 0.479  -0.4688
63 C 8.852 0.164 1.619  -0.0399
64 C 6.594 -0.738 0.897  -0.1191
65 C 6.796 -2.262 0.967  -0.1986
66 C 7.517 -2.882 -0.212  -0.1314
67 C 8.680 -2.056 -0.900  -0.4718
68 C 9.995 -2.462 -0.268  -0.0445
69 C 8.718 -2.494 -2.423  -0.0252
70 N 8.356 -0.607 -0.819  -0.1207
71 O 9.262 0.127 -1.562  -0.0086
72 H 6.824 1.433 -0.847  0.0760
73 H 6.858 2.132 0.629  0.0844
74 H 8.332 2.009 -0.329  0.0793
75 H 8.560 0.965 2.297  0.0911
76 H 8.878 -0.744 2.221  0.0748
77 H 9.906 0.299 1.372  0.0839
78 H 6.058 -0.350 1.764  0.1116
79 H 5.876 -0.741 0.076  0.1028
80 H 7.281 -2.488 1.917  0.0993
81 H 5.879 -2.852 1.001  0.1025
82 H 6.785 -3.217 -0.946  0.1053
83 H 7.874 -3.824 0.204  0.1151
84 H 10.863 -1.839 -0.483  0.0833
85 H 10.259 -3.518 -0.330  0.0898
86 H 9.732 -2.414 0.788  0.0709
87 H 9.684 -2.155 -2.798  0.0674
88 H 8.107 -1.933 -3.130  0.0776
89 H 8.563 -3.573 -2.430  0.0811
90 H 9.976 0.158 -0.922  0.0814
91 C -3.854 -4.387 0.444  -0.0395
92 C -4.508 -4.159 -0.962  -0.4965
93 C -5.067 -5.509 -1.498  -0.0047
94 C -5.556 -3.091 -0.709  -0.1540
95 C -6.133 -2.423 -1.988  -0.1453
96 C -4.863 -1.910 -2.729  -0.1444
97 C -3.790 -2.977 -3.037  -0.4720
98 C -4.274 -3.874 -4.229  -0.0235
99 C -2.677 -2.098 -3.624  -0.0489
100 N -3.402 -3.616 -1.758  -0.1232
101 O -2.330 -4.483 -1.905  -0.0069
102 H -3.360 -3.508 0.857  0.0641
103 H -4.578 -4.711 1.192  0.0803
104 H -3.096 -5.170 0.418  0.0787
105 H -5.960 -5.414 -2.116  0.0693
106 H -4.259 -5.871 -2.133  0.0798
107 H -5.312 -6.126 -0.634  0.0809
108 H -6.339 -3.576 -0.125  0.1197
109 H -5.170 -2.331 -0.029  0.1111
110 H -6.757 -3.127 -2.539  0.1007
111 H -6.676 -1.548 -1.633  0.1040
112 H -4.449 -1.191 -2.022  0.1104
113 H -5.211 -1.427 -3.643  0.1186
114 H -3.479 -4.558 -4.527  0.0861
115 H -4.483 -3.269 -5.111  0.0740
116 H -5.272 -4.291 -4.097  0.0683
117 H -2.991 -1.703 -4.590  0.0889
118 H -1.700 -2.570 -3.726  0.0794
119 H -2.356 -1.257 -3.010  0.0501
120 H -1.613 -3.844 -1.918  0.0856
121 C -1.141 -0.044 8.664  -0.0723
122 C -0.832 1.176 7.836  -0.4934
123 C -0.226 0.719 6.480  -0.0648
124 O -2.021 1.818 7.514  -0.0485
125 H -1.893 -0.740 8.292  0.0862
126 H -1.302 0.301 9.685  0.0804
127 H -0.256 -0.680 8.713  0.0741
128 H -0.122 1.799 8.379  0.1431
129 H 0.257 1.605 6.066  0.0730
130 H -0.934 0.248 5.799  0.0761
131 H 0.607 0.020 6.547  0.0683
132 H -2.637 1.182 7.142  0.0841
133 C 1.816 -4.938 0.487  -0.0427
134 C 2.237 -5.256 -0.931  -0.4634
135 C 3.162 -4.267 -1.633  -0.0540
136 O 2.840 -6.568 -1.064  -0.0468
137 H 0.899 -4.349 0.486  0.0690
138 H 2.592 -4.384 1.014  0.0687
139 H 1.509 -5.741 1.158  0.0818
140 H 1.329 -5.135 -1.522  0.1167
141 H 3.831 -3.741 -0.952  0.0630
142 H 2.613 -3.383 -1.957  0.0657
143 H 3.833 -4.650 -2.401  0.0822
144 H 3.098 -6.556 -1.988  0.0680
145 C -3.921 3.014 3.325  -0.0607
146 C -3.290 3.162 4.693  -0.5415
147 C -2.773 4.601 5.038  -0.0253
148 O -4.291 2.759 5.493  -0.0326
149 H -4.944 3.387 3.280  0.0894
150 H -3.940 1.952 3.083  0.0837
151 H -3.302 3.589 2.636  0.0761
152 H -2.428 2.530 4.906  0.1089
153 H -3.579 5.325 4.916  0.0737
154 H -1.968 4.878 4.357  0.0713
155 H -2.441 4.759 6.064  0.0739
156 H -4.812 2.161 4.953  0.0840
157 C 4.606 0.592 -3.918  -0.0639
158 C 3.494 -0.402 -3.898  -0.4993
159 C 2.483 -0.105 -4.975  -0.0630
160 O 4.032 -1.676 -4.223  -0.0491
161 H 5.399 0.358 -3.209  0.0702
162 H 4.441 1.652 -3.720  0.0859
163 H 5.119 0.541 -4.878  0.0864
164 H 3.085 -0.395 -2.887  0.1195
165 H 1.940 0.837 -4.898  0.0796
166 H 1.754 -0.916 -4.956  0.0772
167 H 2.875 0.095 -5.972  0.0875
168 H 3.381 -2.261 -4.618  0.0794

Calculated values
Relative energy (zero: lowest compared OMol25 entry of this formula, charge and spin) = 7.9981 eV
E_HOMO = -7.84 eV
Total energy = -73856.8663 eV
Net charge = 0
SMILES = CC1(C)CCCC(C)(C)N1O.CC1(C)CCCC(C)(C)N1O.CC1(C)CCCC(C)(C)N1O.CC1(C)CCCC(C)(C)N1O.CC(C)O.CC(C)O.CC(C)O.CC(C)O

Which of these has the lowest relative energy (zero: lowest compared OMol25 entry of this formula, charge and spin)?
C7H3BaNO9S

Which value of relative energy (zero: lowest compared OMol25 entry of this formula, charge and spin) does entry 3 give?
1.7168 eV